Model one:
Entry from the OMol25 dataset: one molecule with the formula C3H6OSe (ωB97M-V/def2-TZVPD).

Last column: Mulliken charge in e.
Element x y z (Å)
1 C -0.91 -0.26 0.05  -0.439
2 C 0.28 -1.27 -0.18  -0.674
3 C 0.41 1.61 -0.06  -0.430
4 O -0.53 0.92 -0.69  -0.295
5 Se 1.95 -0.54 0.59  -0.222
6 H -1.84 -0.80 -0.32  0.289
7 H -1.12 -0.01 1.02  0.354
8 H -0.14 -2.21 0.34  0.323
9 H 0.57 -1.43 -1.16  0.399
10 H 1.02 2.18 -0.60  0.390
11 H 0.30 1.81 1.01  0.304

HOMO: -0.2881 Eh
charge: 0
orbital gap: 7.580 eV

=====

Model two:
Entry from the OMol25 dataset: one molecule with the formula C3H6OSe (ωB97M-V/def2-TZVPD).

Last column: Mulliken charge in e.
Element x y z (Å)
1 C 0.35 -1.00 0.07  -1.052
2 C -0.35 0.36 -0.39  0.244
3 O 0.51 1.51 0.11  -0.522
4 C -1.87 0.89 -0.16  -0.373
5 Se -3.26 -0.18 0.02  -0.069
6 H -0.04 -1.85 -0.65  0.297
7 H 0.00 -1.25 1.07  0.350
8 H 1.51 -0.96 0.06  0.280
9 H -0.12 0.38 -1.54  0.219
10 H 0.45 1.43 1.02  0.290
11 H -1.84 1.88 0.36  0.337

SMILES: C[C@H](O)C=[Se]
HOMO: -0.3196 Eh
charge: 0
orbital gap: 7.723 eV

=====

Of them, model two has the highest stability.

=====

Model one:
Entry from the OMol25 dataset: a 9-piece molecular cluster, C5H28N2O9 overall (ωB97M-V/def2-TZVPD).

Last column: Mulliken charge in e.
Element x y z (Å)
1 C -1.54 1.50 -0.43  -1.127
2 C -0.11 1.29 -0.06  0.533
3 O 0.76 2.21 -0.18  -0.806
4 N 0.31 0.14 0.50  0.659
5 C 1.57 0.18 1.32  0.486
6 C 2.75 0.04 0.35  -1.182
7 C 1.54 -1.02 2.41  -0.820
8 N 0.42 -0.66 3.25  -0.284
9 H -1.89 2.09 -1.29  0.429
10 H -2.01 0.51 -0.29  0.124
11 H -1.95 2.23 0.34  0.295
12 H -0.54 -0.50 0.60  -0.524
13 H 1.66 1.26 1.77  0.420
14 H 3.42 0.91 0.18  0.231
15 H 3.32 -0.89 0.62  0.387
16 H 2.26 -0.27 -0.60  0.178
17 H 2.52 -1.15 2.99  0.319
18 H 1.37 -1.94 1.88  0.258
19 H 0.69 -0.19 4.05  0.246
20 H -0.35 -0.36 2.78  0.202
21 O 1.95 3.25 -2.24  -0.773
22 H 0.92 3.19 -2.23  0.375
23 H 1.95 3.29 -1.12  0.459
24 O -0.29 -1.12 -2.84  -0.772
25 H -0.54 -1.18 -1.86  0.438
26 H 0.37 -0.42 -2.91  0.385
27 O -2.85 -2.01 1.47  -0.576
28 H -2.43 -2.49 2.06  0.349
29 H -3.75 -1.82 1.76  0.321
30 O -1.05 -3.18 2.95  -0.790
31 H -0.56 -2.89 2.00  0.327
32 H -0.46 -2.79 3.67  0.347
33 O -0.21 1.52 -4.29  -0.688
34 H 0.60 1.15 -3.89  0.544
35 H -0.82 1.27 -3.59  0.342
36 O 1.67 0.72 -2.81  -0.854
37 H 2.21 0.86 -3.70  0.321
38 H 1.90 1.40 -2.19  0.326
39 O -1.62 -2.25 -0.58  -0.527
40 H -2.47 -2.11 -0.34  0.228
41 H -1.52 -2.91 -1.24  0.248
42 O -2.02 0.27 2.05  -0.629
43 H -2.44 -0.64 1.78  0.368
44 H -2.54 0.71 2.76  0.207

SMILES: CC(=O)N[C@H](C)CN.O.O.O.O.O.O.O.O
HOMO: -0.3388 Eh
charge: 0
orbital gap: 9.100 eV

=====

Model two:
Entry from the OMol25 dataset: a 10-piece molecular cluster, C5H28N2O9 overall (ωB97M-V/def2-TZVPD).

Last column: Mulliken charge in e.
Element x y z (Å)
1 C -0.17 2.92 -1.81  -0.272
2 N 0.65 1.95 -1.71  -0.389
3 C 0.24 0.64 -1.35  0.524
4 C 0.29 0.24 -0.08  -0.024
5 C -0.12 -0.29 -2.48  -0.474
6 C -1.57 -0.18 -2.93  -0.746
7 N -2.57 -0.72 -1.98  -0.512
8 H -1.26 2.83 -1.83  0.156
9 H 0.16 3.95 -1.79  0.317
10 H 0.31 -0.80 0.18  -0.110
11 H 0.41 0.94 0.72  0.114
12 H 0.13 -1.34 -2.19  0.111
13 H 0.44 -0.10 -3.40  0.361
14 H -1.69 -0.91 -3.77  0.390
15 H -1.91 0.77 -3.34  0.375
16 H -3.51 -0.42 -2.22  0.273
17 H -2.47 -0.39 -1.02  0.107
18 O 3.50 -1.20 1.52  -0.731
19 H 3.02 -1.86 0.97  0.476
20 H 3.68 -0.45 0.94  0.323
21 O 2.15 -2.86 -0.30  -0.761
22 H 1.50 -3.52 -0.02  0.344
23 H 1.61 -2.42 -0.97  0.320
24 O 3.20 1.05 -0.36  -0.657
25 H 3.03 0.39 -1.03  0.317
26 H 2.64 1.81 -0.57  0.328
27 O -2.04 -2.36 1.42  -0.661
28 H -3.00 -2.43 1.30  0.311
29 H -1.94 -1.52 1.92  0.396
30 O -0.02 2.16 3.83  -0.663
31 H 0.60 1.44 4.05  0.365
32 H 0.60 2.47 3.15  0.294
33 O 2.11 0.67 2.79  -0.651
34 H 2.07 -0.28 2.61  0.330
35 H 2.30 1.02 1.92  0.294
36 O -1.25 0.05 2.76  -0.725
37 H -1.48 0.52 3.57  0.343
38 H -0.30 -0.05 2.89  0.256
39 O -0.75 -2.73 -1.10  -0.669
40 H -1.51 -2.58 -1.68  0.251
41 H -1.07 -2.70 -0.18  0.384
42 O -2.00 2.43 0.37  -0.641
43 H -1.61 2.21 1.22  0.332
44 H -2.38 1.66 -0.04  0.292

SMILES: C=NC(=C)CCN.O.O.O.O.O.O.O.O.O
HOMO: -0.3368 Eh
charge: 0
orbital gap: 9.441 eV

=====

Model three:
Entry from the OMol25 dataset: a 9-piece molecular cluster, C5H28N2O9 overall (ωB97M-V/def2-TZVPD).

Last column: Mulliken charge in e.
Element x y z (Å)
1 C -2.63 0.96 -0.20  -0.988
2 N -1.07 0.98 -0.21  0.024
3 C -0.38 1.91 0.69  -0.641
4 C 0.96 1.23 1.11  -0.938
5 N 0.89 0.02 1.99  0.357
6 C 2.10 -0.51 2.68  -0.696
7 C 2.89 -1.55 1.85  -0.073
8 O 2.66 -1.70 0.65  -0.404
9 H -3.07 0.36 0.55  0.301
10 H -3.08 1.90 0.07  0.392
11 H -2.81 0.65 -1.26  0.264
12 H -0.74 0.09 0.05  -0.077
13 H -0.94 2.00 1.57  0.573
14 H -0.29 2.94 0.21  0.411
15 H 1.70 1.85 1.55  0.680
16 H 1.47 0.78 0.20  0.101
17 H 0.31 -0.68 1.57  -0.092
18 H 1.69 -1.07 3.58  0.350
19 H 2.55 0.44 3.19  0.401
20 H 3.74 -2.18 2.35  0.284
21 O 0.57 1.95 -2.54  -0.685
22 H -0.17 1.53 -2.17  0.262
23 H 1.14 1.27 -3.05  0.285
24 O -0.87 1.26 4.29  -0.629
25 H 0.00 0.90 4.09  0.275
26 H -0.75 2.14 4.08  0.283
27 O -0.34 -2.99 -2.92  -0.593
28 H -0.85 -3.01 -3.70  0.268
29 H 0.60 -3.32 -3.01  0.277
30 O 0.91 4.01 -0.97  -0.689
31 H 1.63 4.54 -1.28  0.290
32 H 0.88 3.16 -1.60  0.417
33 O -1.94 -2.33 2.15  -0.613
34 H -1.72 -1.52 2.61  0.369
35 H -1.60 -2.19 1.31  0.357
36 O -2.03 -0.75 -3.56  -0.645
37 H -1.23 -0.46 -3.05  0.329
38 H -2.38 -1.37 -2.90  0.295
39 O -1.31 -2.31 -0.53  -0.701
40 H -1.99 -2.91 -0.98  0.248
41 H -0.56 -2.64 -1.11  0.362
42 O 1.86 -1.45 -2.62  -0.616
43 H 2.52 -0.80 -2.99  0.269
44 H 1.68 -1.14 -1.71  0.359

SMILES: CNCCNCC=O.O.O.O.O.O.O.O.O
HOMO: -0.3275 Eh
charge: 0
orbital gap: 8.957 eV

=====

Of them, model two has the highest stability.

=====

Model one:
Entry from the OMol25 dataset: a 15-piece molecular cluster, C3H36O15 overall (ωB97M-V/def2-TZVPD).

Last column: Mulliken charge in e.
Element x y z (Å)
1 C 0.21 -1.18 -0.41  0.629
2 O -1.11 -0.95 -1.00  0.123
3 C 1.08 -1.54 -1.61  -0.233
4 C 0.82 -2.98 -2.04  -1.329
5 H 0.41 -0.24 0.10  -0.453
6 H 0.08 -2.02 0.27  0.269
7 H -1.68 -0.53 -0.34  -0.177
8 H 0.83 -0.80 -2.39  0.209
9 H 2.16 -1.49 -1.44  0.365
10 H -0.17 -3.09 -2.43  0.170
11 H 1.46 -3.39 -2.84  0.406
12 H 0.93 -3.67 -1.21  0.348
13 H 2.53 -1.35 2.77  0.312
14 H 3.74 -2.21 2.68  0.304
15 O 2.84 -2.17 2.34  -0.585
16 H -1.52 0.12 -2.66  0.265
17 H -2.90 -0.37 -3.21  0.459
18 O -2.29 0.38 -3.18  -0.805
19 H 1.55 2.50 1.47  0.233
20 H 1.09 2.41 2.87  0.328
21 O 0.72 2.31 1.98  -0.694
22 H -0.88 1.94 2.00  0.462
23 H -1.87 0.75 2.08  0.334
24 O -1.79 1.66 1.74  -0.716
25 H -1.39 1.47 -0.81  0.354
26 H -0.97 2.55 0.08  0.258
27 O -0.89 2.30 -0.86  -0.618
28 H -3.92 -0.31 0.54  0.311
29 H -4.62 -1.64 0.46  0.272
30 O -3.73 -1.27 0.54  -0.685
31 H -3.10 -2.42 -1.62  0.351
32 H -2.31 -2.15 -2.84  0.262
33 O -3.20 -2.41 -2.58  -0.696
34 H 3.94 1.54 1.21  0.293
35 H 2.58 0.85 1.48  0.313
36 O 3.52 0.81 1.66  -0.625
37 H -2.61 -1.40 2.06  0.345
38 H -2.23 -1.56 3.56  0.243
39 O -1.86 -1.38 2.69  -0.550
40 H -3.31 1.01 -1.87  0.356
41 H -4.22 1.70 -1.03  0.265
42 O -3.60 0.97 -0.92  -0.517
43 H 2.34 3.30 -0.52  0.417
44 H 2.49 4.17 0.74  0.304
45 O 2.59 3.25 0.44  -0.671
46 H 0.33 0.24 2.16  0.093
47 H 0.16 -1.22 2.63  0.343
48 O 0.75 -0.45 2.69  -0.568
49 H 1.25 2.52 -2.28  0.323
50 H 2.73 2.25 -2.35  0.335
51 O 2.10 2.94 -2.12  -0.736
52 H 3.71 -2.32 -0.21  0.318
53 H 4.08 -0.90 0.27  0.386
54 O 4.18 -1.52 -0.44  -0.697

HOMO: -0.3886 Eh
charge: 0
orbital gap: 10.703 eV

=====

Model two:
Entry from the OMol25 dataset: a 15-piece molecular cluster, C3H36O15 overall (ωB97M-V/def2-TZVPD).

Last column: Mulliken charge in e.
Element x y z (Å)
1 O 0.69 -2.30 -3.22  -0.393
2 H 1.64 -2.30 -3.41  0.500
3 H 0.42 -3.20 -2.85  0.476
4 H 0.43 -1.54 -2.58  0.157
5 C -0.23 0.50 0.56  -1.010
6 C 0.60 -0.17 -0.53  1.568
7 C 0.88 -1.63 -0.13  -1.729
8 O -0.02 -0.09 -1.78  -0.637
9 H 0.34 0.51 1.49  0.432
10 H -1.17 -0.04 0.68  0.517
11 H -0.45 1.55 0.37  -0.246
12 H 1.59 0.31 -0.52  -0.483
13 H -0.02 -2.25 -0.15  0.207
14 H 1.27 -1.66 0.90  0.323
15 H 1.64 -2.04 -0.81  0.553
16 O -0.37 3.32 2.49  -0.666
17 H -0.06 2.74 3.21  0.323
18 H -0.08 4.21 2.74  0.293
19 O -3.08 -0.05 2.93  -0.650
20 H -3.13 0.69 2.31  0.344
21 H -3.29 0.35 3.78  0.319
22 O -2.68 1.22 -1.75  -0.670
23 H -3.20 1.54 -1.01  0.293
24 H -1.98 0.68 -1.34  0.201
25 O 3.57 1.54 1.28  -0.666
26 H 2.83 1.37 0.68  0.406
27 H 4.35 1.40 0.74  0.292
28 O -0.38 1.05 4.13  -0.677
29 H -0.61 0.27 3.61  0.324
30 H 0.54 0.93 4.38  0.311
31 O -2.85 2.65 1.66  -0.633
32 H -1.93 2.79 1.97  0.383
33 H -3.14 3.51 1.35  0.305
34 O 0.29 0.54 -4.72  -0.667
35 H 0.15 0.12 -3.86  0.295
36 H 1.05 0.09 -5.10  0.246
37 O 0.57 -2.70 3.34  -0.604
38 H 0.29 -3.39 2.73  0.280
39 H 1.52 -2.62 3.20  0.323
40 O -0.52 2.95 -2.35  -0.681
41 H -0.09 2.08 -2.36  0.286
42 H -1.30 2.83 -1.79  0.374
43 O 1.34 3.72 0.29  -0.683
44 H 0.67 3.05 0.10  0.396
45 H 1.51 3.62 1.23  0.334
46 O -0.15 -4.48 -2.06  -0.590
47 H -0.97 -4.80 -2.48  0.309
48 H 0.26 -5.27 -1.70  0.293
49 O -2.24 -0.58 -3.84  -0.659
50 H -1.62 -0.46 -3.12  0.362
51 H -2.59 0.30 -4.01  0.316
52 O 3.04 -3.77 2.08  -0.644
53 H 3.97 -3.55 2.07  0.325
54 H 2.72 -3.52 1.20  0.327

HOMO: -0.3273 Eh
charge: 0
orbital gap: 7.928 eV

=====

Of them, model one has the highest stability.

=====

Model one:
Entry from the OMol25 dataset: a 2-piece molecular cluster, C2H7NO2 overall (ωB97M-V/def2-TZVPD).

Last column: Mulliken charge in e.
Element x y z (Å)
1 C 1.39 1.88 -1.49  -1.021
2 C 1.41 1.33 -0.06  0.633
3 N 1.94 0.08 0.02  -0.392
4 O 0.94 1.99 0.85  -0.581
5 H 2.36 1.95 -2.00  0.338
6 H 0.76 1.23 -2.11  0.296
7 H 1.07 2.91 -1.34  0.274
8 H 2.49 -0.17 -0.79  0.219
9 H 1.72 -0.40 0.86  0.234
10 O -4.85 -3.92 2.15  -0.638
11 H -5.03 -3.02 2.44  0.322
12 H -4.20 -3.86 1.47  0.316

SMILES: CC(N)=O.O
HOMO: -0.3649 Eh
charge: 0
orbital gap: 10.694 eV

=====

Model two:
Entry from the OMol25 dataset: a 2-piece molecular cluster, C2H7NO2 overall (ωB97M-V/def2-TZVPD).

Last column: Mulliken charge in e.
Element x y z (Å)
1 N 1.70 -0.63 -0.63  -0.408
2 C 1.97 -1.45 0.38  0.150
3 O 2.68 -2.44 0.28  -0.538
4 H 1.92 -1.07 -1.48  0.266
5 H 0.72 -0.23 -0.81  0.265
6 H 1.34 -1.34 1.27  0.274
7 C -1.85 1.25 0.57  -0.460
8 O -1.06 0.90 -0.60  -0.504
9 H -1.83 2.28 0.78  0.251
10 H -1.35 0.60 1.26  0.178
11 H -2.86 0.87 0.39  0.257
12 H -1.38 1.28 -1.40  0.269

SMILES: NC=O.CO
HOMO: -0.3554 Eh
charge: 0
orbital gap: 10.202 eV

=====

Of them, model one has the highest stability.